Entry 1:
One molecule with the formula C3H3N5 at a distorted geometry. Source: OMol25; level of theory: wB97M-V/def2-TZVPD.

Geometry (Å):
N 0.121 -0.195 -1.436
H -1.480 -2.199 0.483
C -0.468 -0.277 0.730
C 0.825 1.378 0.405
H 1.508 2.106 0.076
H 0.247 0.295 -2.353
N -0.060 0.074 2.007
C -0.978 -1.470 -0.086
N 0.812 1.187 1.690
N -0.630 -1.331 -1.298
N 0.103 0.432 -0.220

## Properties
SMILES: c1n[nH]n2cnnc12
2S+1: 1
Max |F|: 4.4 eV/Å
Relative energy (zero: lowest compared OMol25 entry of this formula, charge and spin): 244.1 kJ/mol
Total charge: 0
Gap between HOMO and LUMO: 9.83 eV

Let us look at the Löwdin charges, expressed in e, one per atom: 0.03 0.10 -0.27 -0.18 0.10 0.19 0.07 -0.04 0.01 0.05 -0.05



Entry 2:
A 13-piece molecular cluster, C78H119F7O18 overall at a distorted geometry. Source: OMol25; level of theory: wB97M-V/def2-TZVPD.

Geometry (Å):
C 20.718 25.375 11.610
H 14.373 19.885 10.722
H 15.824 16.340 20.444
H 11.498 22.659 12.778
C 18.629 21.834 18.267
H 21.196 21.756 12.963
C 22.357 24.991 18.819
H 24.938 26.125 21.739
H 8.975 21.039 10.525
C 19.460 18.549 21.159
H 13.860 22.514 12.276
H 20.004 26.680 16.509
H 16.549 12.235 16.974
H 18.121 12.311 16.194
H 14.409 26.433 19.035
C 23.494 23.300 20.110
H 14.303 19.958 20.061
H 18.186 28.949 13.273
C 17.606 12.362 17.194
H 20.515 26.395 11.193
H 16.028 25.961 19.054
H 18.615 18.166 21.706
H 16.296 19.849 24.473
O 15.403 20.333 12.418
H 24.632 27.847 22.278
F 12.033 18.740 18.056
H 16.896 19.004 17.932
H 19.306 22.295 11.454
O 14.569 24.462 18.980
H 25.839 26.856 23.057
H 12.708 21.079 18.856
O 14.700 16.660 11.779
H 20.720 21.834 18.295
C 23.475 27.108 24.421
C 22.852 24.396 17.674
C 13.221 26.045 11.567
C 14.843 16.972 18.543
H 16.880 21.774 12.367
C 19.867 22.172 17.734
C 18.448 23.328 21.233
H 22.687 24.795 16.681
H 14.117 24.288 14.330
H 14.251 24.933 20.968
H 18.600 21.451 19.274
C 19.925 22.707 16.473
H 16.530 25.683 11.171
H 14.593 26.810 10.028
H 9.176 21.755 12.647
H 18.648 16.021 17.751
H 22.108 20.664 21.061
C 15.315 17.343 14.018
H 15.345 18.784 23.471
H 17.855 23.197 20.341
H 18.723 23.313 14.707
O 17.157 16.050 19.080
C 18.542 23.534 23.563
C 17.555 15.989 17.740
C 15.558 25.704 11.585
H 19.185 26.059 19.875
H 13.835 22.894 21.739
C 18.777 22.988 15.753
C 20.522 32.054 10.594
H 16.656 20.732 13.923
C 17.536 22.714 16.372
C 14.202 24.872 13.430
H 15.849 24.143 20.537
H 15.837 18.766 21.222
H 15.512 21.104 10.570
C 21.323 19.995 20.772
C 17.770 23.508 22.411
H 12.045 25.259 13.042
O 9.859 19.837 11.829
C 19.721 17.886 19.936
C 22.516 28.202 24.028
C 12.578 19.418 15.899
C 15.759 19.820 23.515
F 21.081 17.664 18.011
H 16.789 20.013 20.369
H 20.622 26.117 22.412
H 18.858 19.790 15.971
H 20.143 19.993 22.542
C 17.415 17.376 12.978
C 17.219 14.636 17.083
H 13.521 22.876 17.224
F 16.495 24.485 13.306
H 19.099 16.997 19.728
C 19.985 23.071 11.744
C 24.032 22.656 19.018
C 14.550 16.327 13.141
C 16.049 19.850 21.210
C 11.270 21.916 11.999
C 15.381 25.094 12.805
O 19.445 28.185 11.884
H 19.390 17.100 13.896
C 14.749 24.168 20.303
H 20.289 29.492 13.283
H 17.981 27.274 20.189
H 14.648 15.151 10.350
C 9.581 20.130 10.472
H 21.730 25.866 18.582
H 24.356 27.568 24.904
H 10.301 20.649 13.568
C 24.819 26.812 22.602
H 20.354 23.071 20.254
H 13.436 22.400 10.521
H 15.148 18.311 13.508
H 19.048 27.955 22.102
H 22.381 19.657 18.886
C 22.697 24.435 20.098
H 16.509 21.878 18.040
H 13.174 15.236 11.412
H 19.597 32.573 10.312
H 13.984 20.573 21.584
C 18.676 18.818 15.458
C 12.903 20.895 17.793
H 21.359 28.151 12.728
H 14.836 17.301 15.002
H 9.094 19.303 10.041
F 21.127 22.774 15.824
H 19.424 18.075 15.762
H 17.154 16.814 17.172
C 18.312 26.872 13.692
H 12.118 18.487 15.594
C 17.469 22.134 17.605
H 18.022 11.608 17.855
C 16.237 21.291 13.093
C 13.072 25.398 12.792
C 15.763 16.058 19.411
O 19.111 27.275 14.854
C 13.032 20.403 15.012
H 16.914 18.226 12.472
C 20.619 23.299 22.317
C 21.105 22.736 12.563
H 13.571 16.494 10.118
C 18.954 27.138 19.763
H 18.740 25.947 13.228
C 20.752 18.328 19.177
H 15.616 22.083 13.503
H 13.047 20.198 13.977
C 12.543 19.716 17.229
C 10.100 21.049 12.540
C 23.709 23.249 17.803
H 13.281 22.610 20.068
H 20.482 23.422 24.447
H 17.576 14.698 16.067
O 17.919 13.588 17.783
H 15.513 20.187 17.929
C 19.141 26.341 15.926
H 16.710 23.506 22.525
H 22.491 25.842 12.754
H 17.712 18.402 15.689
H 10.996 22.476 11.104
H 21.146 31.854 9.692
O 15.009 18.391 18.730
H 21.027 32.576 11.446
C 14.786 20.777 11.270
H 22.381 28.838 24.883
H 12.320 26.344 11.034
C 15.097 25.715 18.581
C 13.643 21.799 11.438
C 22.009 23.751 12.871
O 12.409 21.097 11.750
C 20.280 19.560 21.563
C 13.971 15.865 10.885
H 18.211 26.211 16.445
H 16.129 14.443 17.113
H 17.261 26.692 14.002
C 21.028 27.144 22.354
H 24.003 22.743 16.877
H 15.330 15.024 19.266
H 17.461 16.534 12.254
H 15.606 18.788 16.749
C 15.810 19.127 17.783
C 19.860 23.261 21.152
H 16.596 22.815 15.779
O 20.029 27.922 20.265
H 13.705 22.456 14.883
C 21.801 25.038 12.445
H 18.879 27.369 18.704
H 21.437 29.398 10.455
H 22.939 28.659 23.170
O 15.166 21.873 20.460
C 21.570 19.383 19.537
H 24.675 21.804 19.110
O 20.064 30.799 11.058
H 21.682 23.246 22.307
O 21.254 27.576 23.718
H 21.877 30.492 11.815
H 14.908 20.535 23.553
F 23.760 22.680 21.245
H 15.062 16.677 17.507
C 14.187 22.850 20.702
H 21.956 27.115 21.739
C 18.340 28.038 12.737
H 19.415 17.955 12.432
F 18.727 24.630 10.579
H 20.491 29.046 21.772
H 19.446 25.343 15.590
H 22.482 25.002 21.003
H 14.745 15.269 13.345
F 17.902 23.483 24.752
H 22.954 26.460 25.138
C 20.549 28.857 12.391
C 14.432 26.257 10.965
C 18.845 17.826 13.348
C 19.832 24.349 11.293
H 10.527 20.355 9.950
O 16.685 17.036 14.151
O 16.623 20.160 22.487
C 14.764 20.553 20.835
C 19.946 23.462 23.484
H 15.217 25.744 17.523
H 13.458 16.498 13.322
C 21.063 29.902 11.374
C 13.300 21.872 16.894
O 18.779 19.027 14.081
H 13.805 16.689 18.661
H 17.499 27.864 12.033
O 23.889 26.249 23.458
H 22.851 23.588 13.507
C 13.397 21.630 15.519
C 20.050 28.032 21.658

## Properties
2S+1: 1
Max |F|: 3.3 eV/Å
Relative energy (zero: lowest compared OMol25 entry of this formula, charge and spin): 51.9 kJ/mol
Total charge: 0
Gap between HOMO and LUMO: 9.26 eV

These are the Löwdin partial charges, in e, on atoms 1 to 99: -0.01 0.15 0.11 0.11 -0.08 0.10 -0.06 0.10 0.09 -0.06 0.10 0.09 0.08 0.10 0.10 -0.33 0.09 0.12 -0.13 0.12 0.06 0.10 0.09 -0.21 0.09 0.03 0.09 0.10 -0.18 0.10 0.11 -0.21 0.10 -0.26 -0.10 -0.11 -0.16 0.09 -0.01 -0.07 0.10 0.10 0.15 0.10 -0.26 0.10 0.12 0.15 0.13 0.09 -0.18 0.10 0.08 0.11 -0.16 -0.25 -0.19 0.00 0.09 0.13 -0.02 -0.10 0.09 -0.07 -0.03 0.12 0.11 0.11 -0.07 -0.01 0.10 -0.19 0.00 -0.16 0.00 -0.14 0.02 0.14 0.12 0.10 0.11 -0.16 -0.18 0.10 0.02 0.11 -0.01 -0.01 -0.20 -0.18 -0.21 -0.29 -0.15 0.11 -0.25 0.14 0.07 0.09 -0.10



Entry 3:
One molecule with the formula C5H7NO at a distorted geometry. Source: OMol25; level of theory: wB97M-V/def2-TZVPD.

Geometry (Å):
C -0.245 -0.723 -0.525
C 0.478 1.694 2.036
C -1.691 -1.020 -2.375
H 0.719 1.059 2.825
H 1.329 2.380 1.782
H -2.529 -1.569 -2.531
C 0.455 0.821 0.894
C 1.368 0.523 0.051
H -1.843 0.028 -2.671
N 0.925 -0.420 -0.871
H -0.380 2.341 1.969
H 2.324 1.123 0.029
O -1.310 -1.271 -0.994
H -0.849 -1.545 -2.892

## Properties
2S+1: 1
Max |F|: 3.8 eV/Å
Relative energy (zero: lowest compared OMol25 entry of this formula, charge and spin): 622.0 kJ/mol
Total charge: 0
Gap between HOMO and LUMO (alpha / beta): 8.19 / 8.21 eV

Let us look at the Löwdin charges, expressed in e, one per atom: -0.20 -0.10 -0.01 0.06 0.10 0.05 -0.12 -0.24 0.11 0.07 0.08 0.13 -0.04 0.11



Entry 4:
C54H69CaN2O8P2SSi as an isolated structure. Source: OMol25; level of theory: wB97M-V/def2-TZVPD.

Geometry (Å):
H 0.844 5.051 -4.495
H -2.859 2.593 -5.987
N -2.329 3.663 -0.577
C 0.486 1.233 -4.212
C -3.577 1.013 -2.902
C 5.343 -0.496 -2.614
H -5.561 0.763 -3.608
H -3.056 -7.388 1.892
C 0.752 3.975 -4.411
H 5.804 0.209 2.803
H 1.602 2.292 2.779
H 3.392 0.227 3.128
H 5.087 2.882 -3.265
C -0.195 -2.697 2.963
C -3.020 -6.320 1.723
H -4.581 -5.895 3.138
H -0.867 3.378 -2.064
C 5.248 0.982 -2.257
C 2.692 3.917 -0.087
H 3.441 -2.614 0.591
H 6.574 -0.932 1.689
H 4.391 -3.176 1.992
C 4.028 2.715 1.618
H -1.462 -6.451 0.255
H 4.075 1.897 2.334
C 5.754 -0.803 2.398
C -0.615 -0.973 -3.981
H 1.031 -6.348 2.877
Si 3.213 0.430 -0.399
H 6.158 1.727 -4.072
H -2.813 1.171 -7.053
C -0.687 -0.408 4.668
C -6.305 -1.308 -1.134
H 5.324 -1.118 -1.717
H -4.528 -3.466 2.732
H -0.267 1.030 8.223
H 1.702 4.101 -0.504
O -1.948 1.831 0.751
C 1.157 -4.413 1.967
C -2.527 -0.991 2.527
C -3.324 4.527 -1.185
C 0.545 -0.278 6.733
C -6.770 -0.477 1.076
H 4.401 1.524 -4.174
C -2.931 -3.587 1.286
Ca -0.384 0.246 -0.208
H 5.888 -1.513 3.216
H -5.065 -1.300 -4.908
C 1.596 3.085 2.029
C -2.079 -4.426 0.579
P -2.909 -1.827 0.962
H -1.676 2.511 -7.325
H 1.783 4.040 2.523
H 4.502 -0.784 -3.247
C -2.127 -5.795 0.802
C 1.519 1.879 -3.557
H -0.615 -5.643 4.582
H -7.457 -0.038 1.788
H -6.625 -1.512 -2.147
H -4.312 -2.016 -1.480
C -1.460 1.022 6.443
H -2.446 0.835 4.556
C 0.714 -3.098 1.990
H -2.745 -2.144 -4.985
C 0.683 -5.323 2.898
O -1.340 1.042 -2.124
H 6.374 0.868 -0.416
O -1.947 -1.455 -0.130
H -2.180 1.732 6.828
C -4.278 -0.797 -4.362
H -0.951 3.910 -5.704
O -0.008 -0.127 2.022
C -5.005 -1.602 -0.756
H -3.812 1.888 -2.307
H -2.773 0.067 2.377
H -4.287 4.383 -0.698
C -2.211 1.934 -6.569
C -1.611 0.509 5.164
H -3.425 4.299 -2.248
C 2.653 2.816 0.969
C -0.966 3.798 -1.064
H 1.120 -1.506 5.073
H 2.317 -0.749 2.134
H -5.163 -0.567 2.478
H 4.243 3.647 2.143
C -7.187 -0.748 -0.220
H 5.206 -2.653 0.509
H 1.386 -0.582 7.343
C -0.399 1.948 -5.030
C -3.838 -4.116 2.204
C 6.406 1.406 -1.362
H 1.877 -4.719 1.217
S 1.903 -0.989 -1.142
C -2.683 2.696 0.259
C -3.877 -5.481 2.427
C -4.550 0.373 -3.626
C 3.272 -0.749 2.656
H -0.387 -2.029 -4.094
C 4.422 -1.035 1.698
H -3.752 2.719 0.516
H -1.384 -4.003 -0.135
H 1.078 -2.393 1.250
H -0.694 4.854 -1.070
C -4.587 -1.344 0.548
P -0.763 -0.998 2.977
C -0.678 -3.616 3.896
C 4.355 -2.462 1.165
H -8.203 -0.523 -0.518
H 2.217 1.302 -2.965
H 3.363 3.622 -0.894
H 0.600 3.109 1.587
H -0.298 3.273 -0.391
H 7.359 1.199 -1.854
C -2.991 -1.268 -4.395
C 0.395 -0.798 5.457
O 4.004 1.253 -1.587
H -3.029 5.570 -1.077
H 1.325 -0.641 -4.048
H 6.354 2.478 -1.165
C -1.955 -0.573 -3.741
C -5.473 -0.777 1.462
H -3.143 -1.388 3.337
C 1.661 3.254 -3.656
H 4.804 2.556 0.868
C -2.237 0.538 -2.884
O 2.261 1.584 0.318
C -0.272 3.332 -5.095
H 3.246 -1.508 3.442
O -1.311 1.235 -5.722
H 2.481 3.740 -3.146
O 4.400 -0.120 0.594
C 5.221 1.830 -3.522
H 3.054 4.851 0.349
N 0.420 -0.188 -4.104
H 6.270 -0.695 -3.153
H -1.381 -3.305 4.661
C -0.383 0.628 7.226
C -0.243 -4.929 3.859

## Properties
2S+1: 1
Max |F|: 0.7 eV/Å
Relative energy (zero: lowest compared OMol25 entry of this formula, charge and spin): 0.0 kJ/mol
Total charge: +1
Gap between HOMO and LUMO: 7.37 eV

These are the Löwdin partial charges, in e, on atoms 1 to 99: 0.11 0.10 -0.16 -0.15 0.00 -0.03 0.11 0.11 -0.07 0.08 0.08 0.08 0.09 -0.29 -0.07 0.11 0.08 -0.63 -0.02 0.03 0.09 0.09 -0.02 0.11 0.06 -0.02 0.02 0.11 -0.17 0.09 0.10 -0.27 -0.07 0.07 0.11 0.11 0.06 -0.12 -0.06 -0.30 -0.04 -0.06 -0.07 0.08 -0.28 1.22 0.09 0.10 -0.01 -0.07 0.75 0.10 0.09 0.08 -0.07 -0.01 0.11 0.11 0.11 0.11 -0.07 0.10 -0.08 0.12 -0.06 -0.21 0.07 -0.43 0.11 -0.10 0.11 -0.45 -0.06 0.10 0.06 0.09 -0.05 -0.07 0.09 -0.61 -0.02 0.11 0.04 0.10 0.10 -0.06 0.09 0.11 -0.22 -0.08 -0.02 0.11 0.30 -0.30 -0.07 -0.09 -0.03 0.16 -0.63



Which of these has the highest total charge?
C54H69CaN2O8P2SSi